{"formula": "C55H58Cl2N3O13PS", "method": "wB97M-V/def2-TZVPD", "molar_mass_g_mol": 1103.02, "homo_energy_ha": -0.2852, "lumo_energy_ev": -2.1, "orbital_gap_ha": 0.207, "smiles": "CCCOc1cc(CCCC(=O)O)c2c(c1CCN)N(CCN(CC)C(C)=O)c1cc(P(C)O)c(/C(Cl)=C(/C)Cl)cc1S2.O=C1C=CC(=O)C=C1.O=C1C=CC(=O)C=C1.O=C1C=CC(=O)C=C1.O=C1C=CC(=O)C=C1", "elements": ["C", "C", "C", "O", "C", "C", "C", "C", "C", "C", "C", "O", "O", "C", "C", "C", "C", "C", "N", "N", "C", "C", "N", "C", "C", "C", "C", "O", "C", "C", "C", "P", "C", "O", "C", "C", "Cl", "C", "C", "Cl", "C", "C", "S", "H", "H", "H", "H", "H", "H", "H", "H", "H", "H", "H", "H", "H", "H", "H", "H", "H", "H", "H", "H", "H", "H", "H", "H", "H", "H", "H", "H", "H", "H", "H", "H", "H", "H", "H", "H", "H", "H", "H", "H", "H", "H", "C", "C", "C", "O", "C", "C", "C", "O", "H", "H", "H", "H", "C", "C", "C", "O", "C", "C", "C", "O", "H", "H", "H", "H", "C", "C", "C", "O", "C", "C", "C", "O", "H", "H", "H", "H", "C", "C", "C", "O", "C", "C", "C", "O", "H", "H", "H", "H"], "positions_angstrom": [[-4.469954, 4.991622, 3.358213], [-5.500755, 5.727036, 2.296799], [-6.021625, 4.656797, 1.123929], [-5.622910, 5.108586, -0.247274], [-5.008867, 3.951964, -0.957537], [-6.045506, 2.979414, -1.804132], [-5.511620, 1.620779, -2.617794], [-6.640717, 0.709359, -3.380582], [-6.393980, 0.494107, -4.986892], [-7.451745, -0.715800, -5.450277], [-6.902611, -2.218565, -5.048244], [-6.086599, -2.953353, -5.851526], [-7.292766, -2.908464, -3.774695], [-3.902228, 1.320359, -2.531846], [-2.841688, 2.284150, -1.689192], [-3.401738, 3.622251, -0.884084], [-2.338745, 4.534235, -0.016862], [-2.566081, 6.153604, -0.145040], [-1.304244, 6.720648, -0.825253], [-1.362305, 1.991827, -1.569674], [-1.166105, 0.787441, -0.629779], [-2.352840, 0.627059, 0.489787], [-1.978305, -0.320030, 1.649315], [-2.190649, -1.766155, 1.258636], [-0.762043, -2.356463, 0.652139], [-2.991237, 0.043466, 2.745423], [-2.537665, -0.082679, 4.328758], [-4.256420, 0.422659, 2.514430], [-0.740319, 1.546988, -2.874892], [0.734869, 2.194744, -3.261709], [1.533607, 1.755669, -4.624787], [3.247553, 2.591272, -4.947994], [4.683029, 1.346284, -4.745510], [3.488701, 3.747478, -3.622693], [0.827812, 0.645324, -5.613924], [1.712134, 0.202219, -6.960756], [2.632879, -1.448439, -7.001547], [1.784277, 1.151129, -8.105748], [2.657652, 0.858640, -9.472452], [0.835025, 2.761849, -7.928960], [-0.676214, -0.016938, -5.314488], [-1.428957, 0.459953, -3.934904], [-3.151376, -0.171144, -3.400480], [-3.724592, 5.795775, 3.788942], [-5.020469, 4.520604, 4.294286], [-3.853037, 4.145158, 2.819631], [-6.439835, 6.124880, 2.880463], [-4.921923, 6.587808, 1.746623], [-5.639219, 3.565603, 1.370939], [-7.196095, 4.653808, 1.145387], [-7.186837, 3.257407, -1.828204], [-7.674921, 1.292202, -3.274147], [-6.759596, -0.288893, -2.775593], [-5.323871, 0.124890, -5.283309], [-6.596945, 1.467284, -5.643345], [-7.810242, -0.609469, -6.559383], [-8.416716, -0.536492, -4.771271], [-6.486254, -3.039020, -3.189238], [-1.207746, 4.313465, -0.277423], [-2.445438, 4.276238, 1.143863], [-3.465604, 6.468868, -0.831569], [-2.664591, 6.621245, 0.947283], [-1.389514, 7.761393, -0.759181], [-0.491576, 6.385590, -0.251311], [-1.078493, -0.228577, -1.241209], [-0.107750, 0.911426, -0.095418], [-3.367921, 0.173621, 0.057454], [-2.528488, 1.682350, 1.017431], [-2.535305, -2.355630, 2.236119], [-3.018187, -1.946160, 0.448836], [-0.578414, -3.411035, 1.149778], [-0.877344, -2.407175, -0.513045], [0.134102, -1.638072, 0.947374], [-2.674190, 1.006345, 4.792268], [-1.425963, -0.446696, 4.394461], [-3.281983, -0.853642, 4.822199], [1.211588, 2.983210, -2.539797], [4.205673, 0.292425, -4.568433], [5.436942, 1.396503, -5.647245], [5.315139, 1.623447, -3.777328], [4.335304, 3.459582, -3.129194], [3.306071, 1.833867, -9.678141], [1.975541, 0.699107, -10.410377], [3.407198, -0.038143, -9.363490], [-1.170182, -0.794048, -6.068465], [4.106289, -5.128966, -0.195443], [3.532944, -3.932998, -0.360558], [3.209985, -3.072271, 0.794456], [2.683391, -1.978338, 0.644388], [3.546441, -3.583375, 2.138099], [4.119786, -4.779343, 2.303213], [4.442744, -5.640069, 1.148198], [4.969339, -6.734003, 1.298268], [4.349107, -5.773030, -1.031787], [3.280657, -3.543668, -1.339634], [3.303623, -2.939312, 2.974442], [4.372074, -5.168673, 3.282290], [7.766104, -0.993860, 4.901883], [6.666102, -1.739359, 5.045245], [6.451224, -2.952168, 4.231530], [5.443778, -3.633995, 4.360677], [7.499155, -3.309920, 3.254976], [8.599157, -2.564421, 3.111614], [8.814035, -1.351612, 3.925329], [9.821481, -0.669785, 3.796182], [7.938912, -0.100958, 5.490195], [5.888645, -1.490661, 5.757654], [7.326347, -4.202822, 2.666663], [9.376615, -2.813119, 2.399204], [-3.518795, -5.721150, -1.790386], [-2.409497, -5.047494, -2.109723], [-1.091023, -5.447565, -1.579837], [-0.075460, -4.830355, -1.869998], [-1.045695, -6.621196, -0.685219], [-2.154992, -7.294850, -0.365884], [-3.473466, -6.894780, -0.895770], [-4.489030, -7.511991, -0.605609], [-4.493790, -5.440571, -2.169740], [-2.426085, -4.185021, -2.765226], [-0.070700, -6.901774, -0.305867], [-2.138404, -8.157323, 0.289619], [7.927223, 0.818101, 8.143286], [8.421315, 1.595425, 9.111771], [7.585978, 2.024402, 10.250807], [8.036822, 2.737507, 11.136656], [6.184771, 1.560043, 10.278954], [5.690677, 0.782719, 9.310469], [6.526015, 0.353742, 8.171433], [6.075171, -0.359363, 7.285583], [8.526104, 0.495044, 7.300537], [9.447213, 1.943733, 9.105882], [5.585889, 1.883099, 11.121703], [4.664781, 0.434411, 9.316358]], "forces_ev_per_angstrom": [[0.067, 0.314, 0.209], [0.300, -0.879, -0.315], [-0.770, 0.256, 1.364], [1.623, -3.735, 0.039], [0.410, -2.667, -1.721], [4.009, -0.934, 0.173], [2.110, 3.045, 2.214], [0.312, 1.141, 0.366], [-0.093, -1.082, -0.566], [-1.187, 0.228, 1.642], [4.369, -4.540, -3.405], [-5.249, 5.235, 5.080], [1.384, 2.486, -1.694], [-0.791, 3.077, 1.591], [-4.181, 1.557, -0.149], [-1.520, -2.058, -1.798], [-0.629, 0.014, 0.621], [0.523, 0.181, -0.100], [-0.959, -0.143, 1.463], [-1.741, -2.365, -1.613], [0.789, -1.703, 1.256], [-0.301, 0.473, 0.183], [-2.839, 1.103, 0.275], [0.836, -1.290, 0.424], [-0.557, 0.222, 0.606], [-5.009, 0.748, 0.019], [-0.154, 0.107, -1.177], [7.534, -1.987, 1.001], [2.628, -0.086, -3.992], [-2.134, -2.688, -2.154], [-3.976, -2.402, 2.518], [-0.181, 1.251, -0.236], [0.498, -0.721, 1.379], [1.487, -2.741, -0.301], [-0.655, 0.298, 1.937], [-1.096, 3.560, -1.706], [-1.469, 2.583, 0.096], [0.439, -3.293, 2.428], [0.121, 1.293, 0.318], [1.572, -2.586, -0.547], [1.898, 2.921, 2.718], [2.995, 1.837, -0.244], [1.220, 2.078, 0.119], [-1.403, -1.639, -0.872], [1.008, 0.900, -2.113], [-1.233, 1.702, 1.096], [1.959, -0.587, -1.252], [-1.335, -1.597, 1.114], [-0.662, 2.287, -0.705], [2.228, -0.113, -0.146], [2.556, -0.594, 0.070], [2.283, -1.248, -0.113], [0.308, 1.731, -1.448], [-1.924, 0.812, 0.898], [0.228, -2.102, 1.722], [1.149, -0.690, 2.093], [1.957, -0.539, -1.524], [-1.139, 0.169, -1.498], [-2.559, 0.138, 0.132], [0.047, 0.311, -2.528], [1.630, -0.876, 1.628], [-0.159, -1.070, -2.259], [0.504, -1.252, -0.002], [-0.940, 0.871, -0.727], [-0.329, 2.199, 1.173], [-2.363, -0.133, -1.027], [2.199, 1.539, 0.548], [0.200, -2.273, -1.484], [0.914, 1.163, -2.107], [1.256, 0.700, 1.522], [-0.238, 2.023, -1.348], [0.529, -0.169, 2.281], [-1.997, -1.574, -0.668], [0.291, -2.540, -0.954], [-2.231, 0.758, -0.044], [1.577, 1.732, -0.911], [-1.050, -1.707, -1.571], [1.230, 1.795, -0.542], [-1.857, -0.171, 1.675], [-1.337, -0.654, -1.875], [-2.074, 0.625, -0.976], [-1.432, -2.052, 0.447], [1.130, 0.271, 1.983], [-1.785, 1.727, 0.107], [1.236, 1.954, 1.902], [-0.156, 0.325, -0.301], [0.178, -0.395, -0.248], [-0.342, 0.699, 0.020], [0.323, -0.600, 0.059], [0.080, -0.315, 0.117], [-0.346, 0.077, 0.104], [0.258, -0.645, 0.075], [-0.273, 0.622, -0.094], [0.001, -0.002, 0.026], [-0.042, 0.003, 0.044], [0.017, -0.021, -0.026], [-0.084, 0.017, -0.253], [-0.347, -0.205, 0.060], [-0.021, 0.139, -0.108], [-0.424, -0.273, 0.108], [0.866, 0.587, 0.335], [0.376, 0.003, -0.239], [-0.276, -0.409, -0.149], [0.648, 0.565, 0.005], [-0.595, -0.431, 0.069], [-0.072, -0.103, -0.162], [0.206, -0.208, -0.376], [0.004, -0.015, 0.006], [-0.008, 0.033, 0.032], [0.232, 0.376, -0.214], [-0.468, -0.035, -0.017], [0.774, 0.461, -0.229], [-0.634, -0.408, 0.191], [-0.225, -0.340, 0.238], [0.492, 0.068, 0.040], [-0.831, -0.493, 0.220], [0.707, 0.432, -0.188], [0.006, -0.061, 0.009], [0.041, -0.008, 0.007], [0.000, 0.032, -0.026], [-0.041, 0.024, -0.029], [0.305, 0.233, 0.194], [0.081, -0.253, -0.450], [0.368, 0.613, 0.776], [-0.336, -0.540, -0.672], [-0.381, -0.255, -0.200], [-0.047, 0.213, 0.385], [-0.290, -0.336, -0.351], [0.197, 0.855, 1.080], [0.027, 0.033, 0.133], [-0.043, 0.003, 0.027], [0.046, 0.011, -0.012], [0.042, -0.008, -0.032]], "mulliken_charge": [-0.72, -0.34, -0.30, -0.46, 0.07, -0.95, 0.40, -0.54, -0.21, -0.46, 0.44, -0.54, -0.46, 0.80, -0.93, -0.08, -0.13, -0.10, -0.67, 0.53, -0.12, -0.07, 0.06, -0.15, -0.62, 0.51, -0.93, -0.56, -0.24, -0.70, 0.28, 0.30, -0.89, -0.54, 0.38, -0.49, -0.20, 0.45, -0.92, -0.14, -0.71, 0.60, -0.13, 0.27, 0.31, 0.03, 0.32, 0.20, 0.19, 0.30, 0.15, 0.35, 0.21, 0.13, 0.32, 0.35, 0.28, 0.32, 0.21, 0.05, 0.26, 0.11, 0.26, 0.23, 0.05, 0.14, 0.19, -0.18, 0.42, 0.10, 0.26, 0.04, 0.19, 0.28, 0.26, 0.29, 0.37, 0.22, 0.25, 0.34, 0.29, 0.28, 0.28, 0.30, 0.28, -0.47, -0.36, 0.56, -0.63, -0.35, -0.50, 0.41, -0.59, 0.44, 0.47, 0.56, 0.47, -0.50, -0.44, 0.52, -0.56, -0.37, -0.46, 0.27, -0.57, 0.44, 0.76, 0.49, 0.42, -0.41, -0.27, 0.38, -0.57, -0.43, -0.36, 0.31, -0.56, 0.46, 0.55, 0.48, 0.41, -0.08, -0.62, 0.29, -0.54, -0.39, -0.45, 0.61, -0.44, 0.34, 0.43, 0.40, 0.42]}